No. 1
DFT (the ωB97M-V functional and the def2-TZVPD basis) results for a cluster of 2 separate species, C5H7P in total in a non-equilibrium geometry.

```
13
Properties=species:S:1:pos:R:3:nbo_charge:R:1
C 0.4922 0.7542 2.3824 -0.467
C -2.0981 -0.5223 -0.4087 -0.464
C 1.2548 -0.5855 -2.2991 -0.909
C 0.5019 0.9678 1.0847 -0.099
C -0.7666 -0.6398 -0.4031 -0.312
P 0.8549 -0.9818 -0.7251 0.735
H 1.0594 1.5470 2.9528 0.211
H 0.0970 0.0995 3.1027 0.231
H -2.7913 -1.3186 -0.7769 0.229
H -2.5623 0.2329 0.2369 0.226
H 2.2094 -0.9226 -2.6297 0.226
H 0.6665 -0.0002 -2.8678 0.203
H 1.0824 1.3693 0.3509 0.189
```

Its relative energy (zero: lowest compared OMol25 entry of this formula, charge and spin) is 132.41 kcal per mole. The calculation puts the calculated total energy at -535.8035 Ha. The spin multiplicity is 1. The calculation puts the LUMO energy (spin up / spin down) at 0.07 / -0.38 eV.

No. 2
DFT (the ωB97M-V functional and the def2-TZVPD basis) results for the molecule C5H7P in a non-equilibrium geometry.

```
13
Properties=species:S:1:pos:R:3:nbo_charge:R:1
C -1.3240 1.3016 0.1674 -0.573
C 0.6783 0.3479 -0.8124 -0.410
C -0.9184 -1.3095 0.1684 -0.679
C 0.2189 0.9779 0.4695 -0.273
C 0.2970 -0.5168 0.3920 -0.242
P -2.3066 -0.0505 -0.1136 0.596
H -1.5170 2.3782 0.1138 0.225
H -0.0233 0.4968 -1.6491 0.220
H 1.7333 0.4855 -1.1670 0.215
H -0.9903 -1.8794 -0.7605 0.233
H -1.3507 -1.8311 0.9552 0.226
H 0.6843 1.7193 1.0623 0.232
H 1.2050 -0.8230 0.8271 0.230
```

As for the SMILES: C1=PC[C@H]2C[C@@H]12. Its relative energy (zero: lowest compared OMol25 entry of this formula, charge and spin) is 25.28 kcal per mole. The calculation puts the calculated total energy at -535.9742 Ha. The spin multiplicity is 1. The calculation puts the LUMO energy at 0.71 eV.

No. 3
DFT (the ωB97M-V functional and the def2-TZVPD basis) results for the molecule C5H7PS in a non-equilibrium geometry.

```
14
Properties=species:S:1:pos:R:3:nbo_charge:R:1
C -0.2677 -1.2021 0.2910 -0.210
C 1.0334 -1.4592 0.0307 -0.489
C 0.4544 1.0278 -0.3191 -0.543
C -0.5554 0.2062 0.1763 0.052
C -1.9243 0.8319 0.4180 -0.623
P 1.9237 -0.0029 -0.4931 1.022
S 3.6024 0.3281 0.4946 -0.540
H -0.9967 -1.8592 0.5395 0.216
H 1.3008 -2.5117 0.0446 0.243
H 0.4034 1.9896 -0.6175 0.229
H -2.1727 0.7083 1.3599 0.214
H -2.7922 0.4261 -0.2893 0.216
H -1.9484 1.8751 0.3201 0.222
H 1.9393 -0.3581 -1.9557 -0.009
```

As for the SMILES: CC1=C[P@@H](=S)C=C1. Its relative energy (zero: lowest compared OMol25 entry of this formula, charge and spin) is 26.92 kcal per mole. The calculation puts the calculated total energy at -934.1963 Ha. The spin multiplicity is 1. The calculation puts the LUMO energy at -0.32 eV.

No. 4
DFT (the ωB97M-V functional and the def2-TZVPD basis) results for the molecule C5H7PS in a non-equilibrium geometry.

```
14
Properties=species:S:1:pos:R:3:nbo_charge:R:1
C 0.5484 0.8573 0.9942 -0.036
C 0.4219 -0.9168 -0.7105 -0.486
C 1.0895 -0.1394 0.4123 -0.163
C -1.9543 0.2517 -0.3660 -0.803
C 2.4203 -0.7243 0.7902 -0.604
P -3.5402 0.8008 -0.7047 0.399
S -1.1353 -0.8381 -1.2432 0.682
H 0.1162 1.7054 1.1634 0.189
H 0.9963 -1.6694 -1.2538 0.227
H 2.3472 -0.6285 1.8201 0.228
H 2.4801 -1.8959 0.5281 0.205
H 3.2363 -0.2152 0.4174 0.221
H -3.6250 1.6281 -1.9945 -0.033
H -3.4013 1.7842 0.1471 -0.026
```

Its relative energy (zero: lowest compared OMol25 entry of this formula, charge and spin) is 178.83 kcal per mole. The calculation puts the calculated total energy at -933.9542 Ha. The spin multiplicity is 1. The calculation puts the LUMO energy (spin up / spin down) at -1.14 / -0.19 eV.

No. 5
DFT (the ωB97M-V functional and the def2-TZVPD basis) results for the molecule C5H7PS in a non-equilibrium geometry.

```
14
Properties=species:S:1:pos:R:3:nbo_charge:R:1
C -2.4955 -0.3492 -0.2013 -0.329
C -1.4578 -1.1828 -0.1271 -0.095
C -1.7624 1.0035 -0.4619 -0.392
C -0.2546 0.6695 -0.7272 -0.657
C 1.0781 -1.5580 0.6583 -0.934
P 0.1112 -1.1478 -0.8129 0.813
S -4.0760 -0.2136 0.2678 -0.040
H -2.0630 1.2881 -1.3906 0.215
H -1.9839 1.8497 0.1372 0.234
H 0.0582 0.9445 -1.6735 0.226
H 0.2971 1.1774 0.0967 0.238
H 0.5031 -1.5903 1.5446 0.247
H 1.7719 -0.8065 0.8639 0.235
H 1.5690 -2.5376 0.3766 0.240
```

As for the SMILES: CP1#CC(=S)CC1. Its relative energy (zero: lowest compared OMol25 entry of this formula, charge and spin) is 103.96 kcal per mole. The calculation puts the calculated total energy at -934.0735 Ha. The spin multiplicity is 1. The calculation puts the LUMO energy (spin up / spin down) at -1.89 / -1.02 eV.

No. 6
DFT (the ωB97M-V functional and the def2-TZVPD basis) results for the ion C5H8 with charge -1 in a non-equilibrium geometry.

```
13
Properties=species:S:1:pos:R:3:lowdin_spin:R:1
C 0.8286 0.7873 1.1445 0.031
C -0.2344 0.3373 0.1596 0.050
C -1.5226 0.4993 0.4506 0.052
C 0.1522 -1.5823 -1.3711 0.386
C 0.2103 -0.1734 -1.1395 0.320
H 0.5942 0.6393 2.2085 0.009
H 1.7840 0.3661 0.8601 0.008
H 0.9529 1.8753 1.1139 0.010
H -1.9380 0.7992 1.4140 0.009
H -2.2561 0.2666 -0.3191 0.000
H -0.1845 -2.2801 -0.6080 0.048
H 0.8228 -2.0025 -2.1144 0.043
H 0.7907 0.4677 -1.7991 0.033
```

Its relative energy (zero: lowest compared OMol25 entry of this formula, charge and spin) is 24.17 kcal per mole. The calculation puts the calculated total energy at -195.1948 Ha. The charge is -1. The spin multiplicity is 2. The calculation puts the LUMO energy (spin up / spin down) at 4.54 / 4.34 eV.

No. 7
DFT (the ωB97M-V functional and the def2-TZVPD basis) results for the molecule C5H8 in a non-equilibrium geometry.

```
13
Properties=species:S:1:pos:R:3:nbo_charge:R:1
C 1.3047 -1.4678 0.5772 -0.680
C -0.0031 -0.9059 1.1337 -0.193
C -0.6080 0.1536 0.5597 -0.236
C -0.1724 0.7718 -0.7479 -0.222
C -0.8302 1.6399 -1.4781 -0.382
H 2.2178 -0.7905 1.0730 0.235
H 1.4602 -2.6434 0.9401 0.227
H 1.2796 -1.4582 -0.6910 0.228
H -0.4171 -1.4224 2.0299 0.214
H -1.4863 0.7055 1.0548 0.208
H 0.8998 0.4414 -1.0099 0.201
H -1.7956 1.9855 -1.2539 0.196
H -0.3041 2.0325 -2.4109 0.204
```

As for the SMILES: C=C/C=C\C. Its relative energy (zero: lowest compared OMol25 entry of this formula, charge and spin) is 48.92 kcal per mole. The calculation puts the calculated total energy at -195.2141 Ha. The spin multiplicity is 1. The calculation puts the LUMO energy at 1.10 eV.

No. 8
DFT (the ωB97M-V functional and the def2-TZVPD basis) results for the molecule C5H8 in a non-equilibrium geometry.

```
13
Properties=species:S:1:pos:R:3:nbo_charge:R:1
C -0.1517 -0.6811 0.8762 -0.423
C -1.2333 -0.3039 -0.0750 -0.374
C -0.4869 1.1652 -0.8284 -0.225
C 0.7917 0.9945 -0.4873 -0.227
C 1.1320 -0.3753 0.1046 -0.452
H -0.6865 -1.6998 0.9347 0.223
H -0.1422 -0.1722 1.8561 0.210
H -1.2483 -1.0555 -0.8737 0.195
H -2.1964 -0.2713 0.4649 0.218
H -0.7080 2.0948 -1.4290 0.224
H 1.5910 1.7362 -0.4980 0.208
H 1.2598 -1.0950 -0.7192 0.211
H 2.0637 -0.3506 0.6786 0.212
```

As for the SMILES: C1=CCCC1. Its relative energy (zero: lowest compared OMol25 entry of this formula, charge and spin) is 47.28 kcal per mole. The calculation puts the calculated total energy at -195.2167 Ha. The spin multiplicity is 1. The calculation puts the LUMO energy at 1.20 eV.

No. 9
DFT (the ωB97M-V functional and the def2-TZVPD basis) results for the molecule C5H8 in a non-equilibrium geometry.

```
13
Properties=species:S:1:pos:R:3:nbo_charge:R:1
C 1.2026 0.3485 -1.0740 -0.604
C 0.4680 -0.7682 -0.3514 -0.389
C -0.1041 -0.2734 1.0145 -0.476
C -1.3833 0.3171 0.9452 -0.050
C -2.2184 1.1328 0.5400 -0.331
H 0.5218 1.1944 -1.2104 0.215
H 2.0534 0.6839 -0.4733 0.203
H 1.5707 0.0347 -2.0555 0.210
H -0.3525 -1.1357 -0.9953 0.214
H 1.1351 -1.6329 -0.2062 0.208
H 0.2817 -0.7950 1.8812 0.244
H -0.1153 0.8442 1.5051 0.330
H -3.2144 0.9024 0.2329 0.226
```

As for the SMILES: C#CCCC. Its relative energy (zero: lowest compared OMol25 entry of this formula, charge and spin) is 84.32 kcal per mole. The calculation puts the calculated total energy at -195.1577 Ha. The spin multiplicity is 1. The calculation puts the LUMO energy at 0.98 eV.

No. 10
DFT (the ωB97M-V functional and the def2-TZVPD basis) results for a structure of composition C5H8 in a non-equilibrium geometry.

```
13
Properties=species:S:1:pos:R:3:nbo_charge:R:1
C 1.1831 0.7275 -0.0685 -0.413
C -1.0295 0.5323 -1.3734 -0.593
C -0.2453 0.4523 -0.0986 -0.322
C 0.2287 -1.5523 1.5675 -0.412
C 0.1124 -0.8128 0.4889 0.058
H -1.1274 1.5718 -1.6829 0.210
H 1.6852 1.1323 0.7914 0.205
H 1.7510 0.6533 -0.9800 0.199
H -0.6687 1.0557 0.7218 0.239
H -0.5295 -0.0117 -2.1723 0.208
H -2.0138 0.0912 -1.2265 0.214
H 0.9853 -1.3712 2.3269 0.198
H -0.3315 -2.4685 1.7054 0.209
```

Its relative energy (zero: lowest compared OMol25 entry of this formula, charge and spin) is 88.28 kcal per mole. The calculation puts the calculated total energy at -195.1514 Ha. The spin multiplicity is 1. The calculation puts the LUMO energy at 0.57 eV.

No. 11
DFT (the ωB97M-V functional and the def2-TZVPD basis) results for the molecule C5H8 in a non-equilibrium geometry.

```
13
Properties=species:S:1:pos:R:3:nbo_charge:R:1
C -0.8959 1.2950 0.0153 -0.398
C -0.8763 0.1123 0.9294 -0.440
C 0.6921 -1.5525 -0.7997 -0.404
C 1.1158 -0.3000 -0.5450 -0.174
C 0.4208 0.6442 0.3540 -0.281
H -1.2648 1.1578 -1.0034 0.224
H -1.0966 2.2784 0.4426 0.214
H -1.4108 -0.7723 0.5800 0.214
H 1.3639 -2.2849 -1.2518 0.197
H -0.3262 -1.9206 -0.6541 0.192
H -0.7187 0.0200 2.0447 0.228
H 1.9267 0.1246 -1.1498 0.203
H 1.0700 1.1979 1.0379 0.224
```

As for the SMILES: C=CC1CC1. Its relative energy (zero: lowest compared OMol25 entry of this formula, charge and spin) is 44.51 kcal per mole. The calculation puts the calculated total energy at -195.2211 Ha. The spin multiplicity is 1. The calculation puts the LUMO energy at 1.30 eV.

No. 12
DFT (the ωB97M-V functional and the def2-TZVPD basis) results for the molecule C5H8 in a non-equilibrium geometry.

```
13
Properties=species:S:1:pos:R:3:nbo_charge:R:1
C 0.0803 -0.1787 2.3493 -0.272
C 0.1653 -0.4823 1.1953 0.025
C -1.2007 -0.3305 -0.6760 -0.604
C 1.1029 0.8278 -0.6857 -0.583
C 0.2473 -0.4593 -0.2630 -0.314
H -0.2390 -0.0822 3.3541 0.234
H -1.4509 -0.0448 -1.7288 0.216
H -1.8813 0.1780 0.0448 0.232
H -1.5951 -1.4606 -0.6331 0.206
H 1.0344 1.6759 0.1176 0.221
H 2.0792 0.4417 -0.6557 0.203
H 0.8480 1.1495 -1.7203 0.209
H 0.8096 -1.2346 -0.6985 0.227
```

As for the SMILES: C#CC(C)C. Its relative energy (zero: lowest compared OMol25 entry of this formula, charge and spin) is 50.90 kcal per mole. The calculation puts the calculated total energy at -195.2109 Ha. The spin multiplicity is 1. The calculation puts the LUMO energy at 1.11 eV.

No. 13
DFT (the ωB97M-V functional and the def2-TZVPD basis) results for a structure of composition C5H8.

```
13
Properties=species:S:1:pos:R:3:nbo_charge:R:1
C 0.0428 0.9566 0.6061 -0.402
C 0.2113 0.5949 -1.2882 -0.593
C 0.3323 -1.0144 -1.3509 -0.223
C -0.0146 -1.4413 -0.1203 -0.328
C -0.3326 -0.4431 1.0461 -0.504
H -0.7446 1.7040 0.6406 0.232
H 0.9793 1.3388 1.0288 0.216
H -0.8230 0.7886 -1.4785 0.272
H 0.8952 1.2030 -1.8703 0.242
H 0.8190 0.0658 -0.5231 0.426
H -0.1621 -2.4937 0.1095 0.219
H -1.4081 -0.5067 1.2518 0.223
H 0.2051 -0.7525 1.9485 0.221
```

Its relative energy (zero: lowest compared OMol25 entry of this formula, charge and spin) is 133.71 kcal per mole. The calculation puts the calculated total energy at -195.0790 Ha. The spin multiplicity is 1. The calculation puts the LUMO energy at 0.81 eV.

No. 14
DFT (the ωB97M-V functional and the def2-TZVPD basis) results for the molecule C5H8 in a non-equilibrium geometry.

```
13
Properties=species:S:1:pos:R:3:nbo_charge:R:1
C 1.0022 -0.7049 -0.0569 -0.395
C -0.5482 -1.0940 0.0373 -0.445
C -1.3902 0.0874 -0.0964 -0.206
C -0.6003 1.1805 -0.0521 -0.188
C 0.8593 0.9210 0.0486 -0.445
H 1.6095 -1.0648 0.7291 0.207
H 1.4952 -1.1608 -0.9667 0.210
H -0.7720 -1.5387 1.0127 0.206
H -0.9037 -1.7633 -0.7294 0.209
H -2.5071 0.0968 0.0894 0.222
H -0.8780 2.2844 -0.0506 0.205
H 1.2050 1.4403 0.8966 0.212
H 1.4284 1.3160 -0.8617 0.208
```

As for the SMILES: C1=CCCC1. Its relative energy (zero: lowest compared OMol25 entry of this formula, charge and spin) is 20.67 kcal per mole. The calculation puts the calculated total energy at -195.2591 Ha. The spin multiplicity is 1. The calculation puts the LUMO energy at 1.23 eV.

No. 15
DFT (the ωB97M-V functional and the def2-TZVPD basis) results for a structure of composition C5H8AuO4 in a non-equilibrium geometry.

```
18
Properties=species:S:1:pos:R:3:lowdin_spin:R:1
H 1.3093 0.6111 -2.3493 -0.001
Au -0.4494 0.9124 0.3192 0.691
O 2.1590 -1.2180 -2.0759 0.019
O 1.1242 -0.0895 -0.4342 0.119
C 2.1460 -0.0362 0.6057 0.011
C 1.4600 0.1948 1.9437 0.026
O 0.5062 1.1942 1.8211 0.272
C 1.5451 -0.2564 -1.7092 0.005
H 2.7186 -0.9688 0.5647 0.000
H 2.8088 0.8111 0.3875 0.000
H 2.2588 0.4779 2.6563 0.006
H 1.0692 -0.7691 2.3256 0.001
C -3.1820 -0.8146 -0.8921 0.334
C -3.0602 0.4588 -0.4665 0.062
O -1.9504 1.1540 -0.3297 0.424
H -4.1738 -1.2567 -0.9948 0.016
H -3.9800 1.0065 -0.1992 0.002
H -2.3095 -1.4115 -1.1729 0.014
```

The calculation puts the calculated total energy at -631.4019 Ha. The charge is +1. The spin multiplicity is 3. The calculation puts the LUMO energy (spin up / spin down) at -3.25 / -7.62 eV.

No. 16
DFT (the ωB97M-V functional and the def2-TZVPD basis) results for a structure of composition C5H8BeCaCl5LiNO13S in a non-equilibrium geometry.

```
36
Properties=species:S:1:pos:R:3:mulliken_charge:R:1
N 4.3445 -0.8038 -1.2704 -0.629
C 2.8968 -0.3328 -1.5083 -0.072
O 2.2965 -1.3837 -2.3930 -0.304
C 1.2192 -2.1072 -1.6433 0.461
O 1.5244 -2.7507 -0.5058 -0.468
O -0.1203 -2.0781 -2.2783 -0.161
C -0.5940 -0.7004 -2.4813 -0.176
C -1.8587 -0.4925 -1.4100 -0.145
O -1.5897 0.1191 -0.2540 -0.281
H 4.9447 -0.0092 -0.9497 0.394
H 4.6448 -1.1211 -2.2407 0.258
H 2.8508 0.6950 -2.1000 0.242
H 2.2897 -0.1967 -0.5164 0.276
H -1.0069 -0.4837 -3.5718 0.324
H 0.1794 0.1372 -2.2176 0.155
H -2.8922 -0.9212 -1.7523 0.269
O 2.9099 3.4546 -0.3826 -0.537
Cl 4.1077 3.0353 0.3188 1.756
O 5.1322 4.0515 0.1760 -0.615
O 4.5844 1.7862 -0.2424 -0.613
O 3.8046 2.8491 1.7245 -0.518
C -2.4922 3.2496 1.6046 0.254
Cl -2.6913 4.4483 2.9077 -0.108
Cl -2.5165 1.6087 2.2983 0.017
Cl -3.8241 3.4191 0.4333 -0.117
Cl -0.9371 3.5225 0.7791 -0.081
Be 3.7759 4.3601 2.9573 0.817
O -3.8788 -2.9346 4.5143 -0.808
S -4.0241 -1.6066 3.8907 1.443
O -4.9154 -1.7079 2.7207 -0.817
O -2.7014 -1.1185 3.4598 -0.585
O -4.6009 -0.6654 4.8678 -0.657
Li -3.3154 -2.2760 -1.4006 0.920
Ca -4.5154 -4.3487 3.4630 1.506
O -1.9443 -4.1805 -3.5913 -0.644
H -1.0866 -4.5170 -3.4061 0.245
```

The calculation puts the calculated total energy at -4626.2271 Ha. The charge is +1. The spin multiplicity is 1. The calculation puts the LUMO energy at -8.99 eV.